(1)
{
  "formula": "C9H18BiCl2OS",
  "method": "wB97M-V/def2-TZVPD",
  "homo_energy_ev": [-1.61, -1.45],
  "gap_ev": [4.4, 4.2],
  "multiplicity": 1,
  "e_lumo_ev": [2.744, 2.750],
  "charge": -1,
  "elements": ["C", "C", "Cl", "H", "C", "H", "H", "H", "H", "H", "O", "H", "H", "C", "C", "Cl", "H", "Bi", "C", "H", "H", "C", "S", "H", "H", "H", "H", "C", "C", "H", "H", "H"],
  "xyz": [[-0.37, 0.32, -1.93], [-2.07, 2.74, -0.18], [-2.40, -2.58, -0.89], [3.31, -1.31, 0.38], [2.29, -1.71, 0.47], [1.35, 1.27, -1.75], [-3.15, 2.58, -0.09], [0.80, -2.56, -0.89], [2.49, -2.80, -1.35], [-1.79, 3.00, -1.21], [-2.55, 0.19, 0.27], [-0.96, -0.62, -1.85], [-0.80, 2.36, 2.33], [1.81, -0.84, -1.86], [1.79, -2.07, -0.93], [-1.31, -1.99, 2.81], [-1.75, 3.57, 0.47], [-3.20, -1.65, 1.28], [0.92, 0.31, -1.39], [1.14, 1.44, 0.62], [1.96, -0.18, 1.93], [0.92, 0.43, 0.22], [-1.32, 1.19, 0.29], [2.35, -2.61, 1.11], [1.49, -1.16, -2.87], [2.85, -0.47, -1.92], [0.51, -1.11, 1.57], [-1.42, 1.50, 2.05], [1.39, -0.64, 1.11], [-2.48, 1.70, 2.25], [-0.70, 1.11, -2.63], [-1.10, 0.59, 2.58]]
}

=====

(2)
{
  "formula": "C3H8N2S",
  "method": "wB97M-V/def2-TZVPD",
  "homo_energy_ev": -8.82,
  "gap_ev": 9.6,
  "multiplicity": 1,
  "e_lumo_ev": 0.736,
  "smiles": "C/N=C/N(C)S",
  "elements": ["C", "H", "C", "H", "S", "C", "H", "H", "H", "H", "N", "H", "H", "N"],
  "xyz": [[0.05, -0.54, -0.15], [3.12, -0.19, -0.79], [-1.38, 1.51, -0.06], [0.06, -1.61, -0.44], [-2.49, -0.97, -0.11], [2.40, -0.63, -0.05], [-1.37, 1.80, 0.95], [-2.36, 1.73, -0.52], [2.92, -0.48, 0.93], [-0.59, 2.05, -0.53], [-1.17, 0.05, -0.21], [2.25, -1.66, -0.28], [-2.57, -1.16, 1.27], [1.14, 0.11, -0.02]]
}

=====

(3)
{
  "formula": "C33H32BCl2F3O2S",
  "method": "wB97M-V/def2-TZVPD",
  "homo_energy_ev": -7.75,
  "gap_ev": 7.6,
  "multiplicity": 1,
  "e_lumo_ev": -0.166,
  "smiles": "CC1(C)OB([C@H](/C=C/c2ccc(Cl)cc2)c2ccc(Cl)cc2)OC1(C)C.Cc1ccc(-c2ccc(C(F)(F)F)cc2)s1",
  "elements": ["H", "F", "H", "H", "C", "C", "H", "C", "C", "H", "C", "C", "C", "C", "H", "H", "C", "H", "H", "C", "H", "O", "C", "H", "C", "H", "C", "H", "H", "C", "B", "C", "Cl", "H", "H", "C", "H", "C", "H", "C", "H", "C", "O", "Cl", "C", "C", "H", "H", "H", "H", "C", "C", "H", "C", "C", "C", "H", "C", "F", "C", "H", "S", "C", "C", "F", "H", "H", "H", "H", "C", "H", "H", "C", "C"],
  "xyz": [[-2.55, 0.91, 6.20], [-6.23, 2.84, 3.68], [2.59, -2.32, -0.86], [2.14, -2.88, 6.21], [1.66, -0.58, 0.01], [-5.02, -1.32, 5.40], [1.34, -6.06, 3.23], [-1.96, -1.27, 7.60], [-2.43, -3.31, 8.66], [0.48, -2.22, 5.99], [-3.01, -1.70, 6.79], [4.13, 0.69, -0.46], [1.56, -2.62, 4.15], [2.73, -1.27, -0.60], [-1.72, -4.17, 10.47], [-2.02, 0.93, 2.91], [-2.29, -4.47, 9.58], [-0.79, -3.99, 5.24], [1.89, -1.18, 5.70], [-4.01, 1.03, 2.09], [-4.30, 2.51, 5.57], [0.73, -1.67, 3.47], [-6.75, 1.90, 4.54], [-1.68, -2.53, 1.42], [1.84, 0.80, 0.31], [-0.67, 0.30, 1.26], [2.99, -2.48, 3.63], [-3.26, -4.85, 9.92], [1.02, 1.37, 0.75], [-5.09, 0.29, 1.57], [-0.15, -2.40, 2.72], [-3.53, 0.54, 5.91], [-6.41, 1.09, 0.85], [0.42, -2.35, 0.13], [-3.87, -2.85, 2.06], [0.90, -4.03, 3.79], [4.78, -1.20, -1.27], [0.04, -4.63, 4.91], [-5.19, -2.39, 5.29], [-4.50, 1.44, 5.50], [-4.09, 2.12, 2.11], [3.07, 1.42, 0.10], [0.04, -3.75, 2.67], [5.64, 1.45, -0.72], [-0.50, -0.77, 1.23], [1.51, -2.21, 5.61], [3.65, -3.15, 4.19], [-5.95, -1.65, 1.31], [-0.39, -5.57, 4.55], [-1.45, -0.33, 7.44], [1.88, -5.12, 3.37], [-1.40, -1.66, 2.04], [-6.92, -0.79, 4.57], [-5.07, -1.11, 1.63], [-5.70, 0.94, 5.01], [-3.91, -1.76, 2.05], [3.06, -2.71, 2.57], [-2.87, 0.36, 2.52], [-7.33, 2.60, 5.56], [-3.83, -0.85, 5.97], [2.62, -5.28, 4.16], [-3.52, -3.30, 7.32], [-1.67, -2.15, 8.68], [-2.74, -1.03, 2.35], [-7.76, 1.28, 3.86], [3.22, 2.46, 0.35], [0.68, -4.86, 5.78], [2.41, -4.87, 2.43], [3.33, -1.45, 3.79], [-5.97, -0.43, 4.95], [-0.94, -1.96, 9.46], [-1.75, -5.28, 9.09], [3.96, -0.66, -0.82], [0.49, -1.30, 0.44]]
}

=====

(4)
{
  "formula": "C3H8N3",
  "method": "wB97M-V/def2-TZVPD",
  "homo_energy_ev": [-12.18, -12.18],
  "gap_ev": [6.4, 6.4],
  "multiplicity": 1,
  "e_lumo_ev": [-5.798, -5.800],
  "charge": 1,
  "elements": ["H", "H", "C", "H", "N", "H", "H", "C", "H", "N", "H", "C", "N", "H"],
  "xyz": [[-0.98, 2.08, -1.71], [1.03, -1.21, -0.92], [1.68, -0.83, 0.93], [2.72, -0.94, 0.65], [0.74, -0.97, 0.03], [-2.19, 0.55, -0.18], [0.54, 1.15, -1.28], [-0.43, 1.52, -0.96], [-0.89, -0.94, 1.31], [-0.64, 1.78, 0.41], [1.43, -0.54, 1.94], [-0.64, -0.80, 0.25], [-1.17, 0.63, -0.10], [-1.21, -1.47, -0.39]]
}

=====

Computed energy, in the same sequence as the records: -1961.9830; -626.7608; -3070.2749; -282.9542 Ha.
Computed relative energy (zero: lowest compared OMol25 entry of this formula, charge and spin), in the same sequence as the records: 105.3; 39.2; 12.0; 131.5 kcal/mol.